Arrangement 1

Below is 2 unconnected molecules or ions with the total composition C5H14, with properties calculated with the ωB97M-V functional and the def2-TZVPD basis.

Cartesian coordinates (Å):
C (1.545, -2.365, 0.687)
C (1.525, -1.736, -0.714)
C (0.400, -0.678, -0.794)
H (1.621, -1.668, 1.518)
H (2.423, -3.031, 0.723)
H (0.623, -2.910, 0.930)
H (2.429, -1.160, -0.868)
H (1.420, -2.565, -1.412)
H (-0.331, -0.879, -0.003)
H (0.839, 0.257, -0.414)
H (-0.041, -0.501, -1.762)
C (-1.071, 2.710, 0.081)
C (-2.005, 1.553, 0.459)
H (-1.623, 3.646, -0.040)
H (-0.307, 2.977, 0.807)
H (-0.536, 2.484, -0.850)
H (-2.065, 1.196, 1.480)
H (-3.043, 1.922, 0.409)
H (-1.803, 0.747, -0.238)

The LUMO energy comes out at 0.0411 Ha. The spin multiplicity is 1. As for the HOMO energy: -11.376 eV.

Atom charges from the Mulliken analysis, given in e for atoms 1 to 2:
1 C -1.225
2 C -0.210



Arrangement 2

Below is 2 unconnected molecules or ions with the total composition C5H14, with properties calculated with the ωB97M-V functional and the def2-TZVPD basis.

Cartesian coordinates (Å):
C (-0.869, -1.176, 0.533)
C (0.061, -0.683, 1.657)
C (0.054, -1.528, 2.957)
H (-1.779, -1.507, 1.010)
H (-0.902, -0.385, -0.192)
H (-0.358, -2.133, 0.128)
H (1.042, -0.388, 1.366)
H (-0.569, 0.123, 2.088)
H (0.189, -2.588, 2.709)
H (0.828, -1.273, 3.695)
H (-0.933, -1.415, 3.386)
C (-0.261, 1.438, -2.071)
C (1.070, 1.806, -2.720)
H (-0.995, 1.709, -2.804)
H (-0.389, 0.376, -1.895)
H (-0.442, 1.924, -1.127)
H (1.117, 1.374, -3.727)
H (1.137, 2.903, -2.785)
H (1.997, 1.423, -2.206)

The LUMO energy comes out at 0.0415 Ha. The spin multiplicity is 1. As for the HOMO energy: -10.711 eV.

Atom charges from the Mulliken analysis, given in e for atoms 1 to 2:
1 C -0.572
2 C -0.294



Most stable structure: arrangement 1



Arrangement 1

Below is 2 unconnected molecules or ions with the total composition C5H14, with properties calculated with the ωB97M-V functional and the def2-TZVPD basis.

Cartesian coordinates (Å):
C (-2.020, -1.760, 1.895)
C (-1.204, -0.962, 0.869)
C (0.187, -0.569, 1.349)
H (-2.909, -2.144, 1.379)
H (-2.400, -1.065, 2.639)
H (-1.497, -2.648, 2.239)
H (-1.186, -1.416, -0.121)
H (-1.823, -0.109, 0.557)
H (0.961, -1.030, 0.739)
H (0.340, 0.513, 1.369)
H (0.400, -0.845, 2.385)
C (1.471, 2.259, -1.976)
C (1.309, 0.735, -1.833)
H (1.284, 2.830, -1.068)
H (2.500, 2.468, -2.277)
H (0.868, 2.682, -2.782)
H (0.756, 0.259, -2.643)
H (2.318, 0.358, -1.699)
H (0.643, 0.445, -1.023)

The LUMO energy comes out at 0.0410 Ha. The spin multiplicity is 1. As for the HOMO energy: -11.126 eV.

Atom charges from the Mulliken analysis, given in e for atoms 1 to 2:
1 C -1.278
2 C -0.226



Arrangement 2

Below is 2 unconnected molecules or ions with the total composition C5H14, with properties calculated with the ωB97M-V functional and the def2-TZVPD basis.

Cartesian coordinates (Å):
C (-2.449, 1.984, -0.927)
C (-1.202, 1.977, -0.071)
C (-0.215, 0.968, -0.184)
H (-2.489, 2.397, -1.938)
H (-2.803, 0.996, -1.042)
H (-3.259, 2.700, -0.580)
H (-1.668, 1.757, 0.933)
H (-0.717, 3.004, 0.100)
H (0.480, 1.224, -1.094)
H (-0.577, -0.044, -0.329)
H (0.611, 0.884, 0.739)
C (2.133, -1.967, -0.106)
C (1.383, -2.435, 1.177)
H (2.723, -1.033, 0.046)
H (3.037, -2.568, -0.410)
H (1.437, -1.923, -0.885)
H (0.347, -2.124, 1.180)
H (1.840, -2.197, 2.168)
H (1.388, -3.601, 1.221)

The LUMO energy comes out at 0.0389 Ha. The spin multiplicity is 1. As for the HOMO energy: -10.456 eV.

Atom charges from the Mulliken analysis, given in e for atoms 1 to 2:
1 C -1.178
2 C -0.012



Arrangement 3

Below is 2 unconnected molecules or ions with the total composition C5H14, with properties calculated with the ωB97M-V functional and the def2-TZVPD basis.

Cartesian coordinates (Å):
C (1.296, 1.571, -0.340)
C (0.747, 0.425, -1.191)
C (-0.181, 0.830, -2.363)
H (2.119, 1.498, 0.368)
H (0.377, 1.734, 0.432)
H (1.205, 2.410, -0.939)
H (1.536, -0.395, -1.308)
H (0.201, -0.200, -0.456)
H (0.328, 0.840, -3.313)
H (-1.084, 0.290, -2.452)
H (-0.607, 1.810, -2.156)
C (-0.845, -2.160, 1.647)
C (-0.975, -0.587, 2.028)
H (-1.663, -2.850, 1.637)
H (-0.258, -2.386, 0.773)
H (0.013, -2.510, 2.308)
H (-1.699, -0.354, 2.777)
H (-0.779, -0.045, 1.091)
H (0.060, -0.312, 2.549)

The LUMO energy comes out at 0.0400 Ha. The spin multiplicity is 1. As for the HOMO energy: -10.421 eV.

Atom charges from the Mulliken analysis, given in e for atoms 1 to 2:
1 C -1.131
2 C 0.492



Most stable structure: arrangement 1



Arrangement 1

Below is 2 unconnected molecules or ions with the total composition C5H14, with properties calculated with the ωB97M-V functional and the def2-TZVPD basis.

Cartesian coordinates (Å):
C (0.012, 1.821, 0.693)
C (1.520, 1.407, 0.784)
C (2.060, 0.983, -0.588)
H (-0.473, 1.050, 0.108)
H (-0.047, 2.761, 0.149)
H (-0.329, 1.809, 1.727)
H (2.030, 2.242, 1.279)
H (1.575, 0.676, 1.589)
H (2.199, -0.089, -0.688)
H (1.244, 1.158, -1.302)
H (2.928, 1.517, -0.963)
C (-2.059, -2.350, -0.746)
C (-1.192, -1.469, 0.102)
H (-3.087, -2.000, -0.806)
H (-1.809, -2.236, -1.819)
H (-1.893, -3.404, -0.544)
H (-1.121, -0.462, -0.263)
H (-0.129, -1.762, 0.132)
H (-1.429, -1.650, 1.154)

The LUMO energy comes out at 0.0417 Ha. The spin multiplicity is 1. As for the HOMO energy: -11.208 eV.

Atom charges from the Mulliken analysis, given in e for atoms 1 to 2:
1 C -0.836
2 C -0.309



Arrangement 2

Below is 2 unconnected molecules or ions with the total composition C5H14, with properties calculated with the ωB97M-V functional and the def2-TZVPD basis.

Cartesian coordinates (Å):
C (1.669, -0.031, 0.574)
C (1.416, -1.264, -0.289)
C (0.267, -2.179, 0.100)
H (1.764, -0.245, 1.642)
H (2.574, 0.482, 0.251)
H (0.833, 0.659, 0.487)
H (1.527, -1.004, -1.340)
H (2.322, -1.877, -0.174)
H (-0.693, -1.896, -0.325)
H (0.488, -3.174, -0.304)
H (0.222, -2.339, 1.175)
C (-1.921, 1.115, 0.176)
C (-1.310, 2.270, -0.603)
H (-2.527, 1.485, 1.002)
H (-2.662, 0.716, -0.519)
H (-1.191, 0.420, 0.575)
H (-1.021, 2.090, -1.650)
H (-0.337, 2.624, -0.262)
H (-2.006, 3.101, -0.680)

The LUMO energy comes out at 0.0428 Ha. The spin multiplicity is 1. As for the HOMO energy: -10.998 eV.

Atom charges from the Mulliken analysis, given in e for atoms 1 to 2:
1 C -0.822
2 C -0.190



Arrangement 3

Below is 2 unconnected molecules or ions with the total composition C5H14, with properties calculated with the ωB97M-V functional and the def2-TZVPD basis.

Cartesian coordinates (Å):
C (1.866, -0.126, 1.217)
C (2.328, -0.251, -0.262)
C (1.906, 0.817, -1.256)
H (1.277, 0.792, 1.258)
H (1.382, -1.048, 1.531)
H (2.676, 0.027, 1.935)
H (2.224, -1.263, -0.668)
H (3.423, -0.268, -0.203)
H (2.567, 0.749, -2.122)
H (1.989, 1.799, -0.782)
H (0.905, 0.761, -1.673)
C (-2.509, -0.480, 0.831)
C (-3.072, -0.058, -0.526)
H (-3.300, -0.234, 1.556)
H (-2.241, -1.523, 0.915)
H (-1.710, 0.244, 0.998)
H (-2.318, 0.293, -1.226)
H (-3.537, -0.931, -1.021)
H (-3.855, 0.700, -0.501)

The LUMO energy comes out at 0.0410 Ha. The spin multiplicity is 1. As for the HOMO energy: -10.835 eV.

Atom charges from the Mulliken analysis, given in e for atoms 1 to 2:
1 C -0.974
2 C -0.242



Arrangement 4

Below is 2 unconnected molecules or ions with the total composition C5H14, with properties calculated with the ωB97M-V functional and the def2-TZVPD basis.

Cartesian coordinates (Å):
C (0.660, -1.813, 1.446)
C (-0.658, -2.030, 0.631)
C (-1.492, -0.793, 0.389)
H (0.329, -1.727, 2.492)
H (1.124, -2.811, 1.454)
H (1.276, -1.055, 0.971)
H (-0.301, -2.485, -0.320)
H (-1.172, -2.929, 1.016)
H (-2.310, -0.938, -0.299)
H (-1.843, -0.452, 1.385)
H (-1.006, 0.067, -0.076)
C (0.644, 2.700, -1.649)
C (0.746, 1.552, -0.633)
H (-0.358, 3.121, -1.874)
H (1.325, 3.473, -1.293)
H (0.887, 2.423, -2.689)
H (0.399, 0.612, -1.123)
H (1.676, 1.484, -0.053)
H (0.074, 1.600, 0.224)

The LUMO energy comes out at 0.0408 Ha. The spin multiplicity is 1. As for the HOMO energy: -10.916 eV.

Atom charges from the Mulliken analysis, given in e for atoms 1 to 2:
1 C -0.950
2 C -0.356



Most stable structure: arrangement 2